1.
Entry from the Open Molecules 2025 dataset: a structure of composition C24H21F12NO3Pt (wB97M-V/def2-TZVPD).

Structure (ORCA input):
```
! RIJCOSX wB97M-V def2-TZVPD def2/J DEFGRID3
* xyz -2 1
Pt 0.7102 -0.1228 0.1275
C -2.3525 -6.4126 0.3829
C -1.7422 -5.0969 -0.0286
C -0.9690 -4.9764 -1.1778
C -0.4225 -3.7602 -1.5235
C -0.6257 -2.5929 -0.7603
N -0.0362 -1.4214 -1.2045
C -0.1807 -1.0510 -2.5136
C -1.3346 -1.4116 -3.2415
C -1.5201 -1.0508 -4.5593
C -0.5686 -0.2960 -5.2326
C -0.7607 0.1403 -6.6620
C 0.5675 0.0735 -4.5219
C 0.7948 -0.2670 -3.1926
C 2.1287 0.0951 -2.4971
O 2.0970 0.4834 -1.2034
C 3.0757 -1.1435 -2.6613
F 4.3355 -0.8789 -2.2572
F 3.1814 -1.5776 -3.9457
F 2.6517 -2.1892 -1.9474
C 2.8324 1.3106 -3.1995
F 3.3524 1.0547 -4.4372
F 1.9784 2.3368 -3.3531
F 3.8620 1.7732 -2.4833
C -1.3796 -2.7143 0.4312
C -1.9229 -3.9605 0.7457
C -1.6534 -1.4776 1.3178
O -0.6185 -0.6426 1.5528
C -2.0892 -1.8913 2.7667
F -3.3309 -2.4506 2.8678
F -2.1105 -0.8450 3.5971
F -1.2321 -2.7843 3.2934
C -2.8644 -0.7123 0.6774
F -3.2947 0.3002 1.4555
F -3.9467 -1.5095 0.4643
F -2.5515 -0.1862 -0.5078
H -2.1697 -7.1787 -0.3735
H -3.4345 -6.3296 0.5173
H -1.9370 -6.7743 1.3278
H -0.7810 -5.8479 -1.7990
H 0.1936 -3.6680 -2.4091
H -2.1035 -1.9748 -2.7291
H -2.4341 -1.3484 -5.0670
H -1.5295 -0.4603 -7.1538
H 0.1620 0.0368 -7.2389
H -1.0692 1.1884 -6.7335
H 1.3137 0.6425 -5.0573
H -2.5321 -4.0635 1.6321
C 1.9563 3.1286 2.6317
C 1.1130 2.4506 1.5416
C 1.3523 3.1734 0.2072
C -0.3765 2.5704 1.9143
O 1.5033 1.1242 1.5035
H 1.6690 4.1759 2.7803
H 3.0122 3.0861 2.3529
H 1.8272 2.5842 3.5698
H 1.1283 4.2442 0.2928
H 0.7268 2.7380 -0.5748
H 2.3910 3.0428 -0.1028
H -0.7092 3.6151 1.9648
H -0.5513 2.0855 2.8773
H -0.9727 2.0411 1.1683
*
```

Calculated values
**HOMO**: -0.85 eV
**Lowest unoccupied orbital energy**: 4.694 eV

2.
Entry from the Open Molecules 2025 dataset: the molecule C7H7N at a distorted geometry (wB97M-V/def2-TZVPD).

Structure (ORCA input):
```
! RIJCOSX wB97M-V def2-TZVPD def2/J DEFGRID3
* xyz 0 1
C 1.7289 -0.2302 -0.8048
C 1.3028 -1.2586 -0.0735
C -0.4550 0.8776 -1.0357
C 0.8361 0.8442 -0.3191
C 0.1918 -0.5379 0.7251
C -1.0608 0.0165 -0.1802
C 0.7472 0.7118 1.2544
N -2.3079 -0.3078 0.2652
H 2.2413 -0.0913 -1.7242
H 1.3492 -2.2914 -0.2069
H -0.9251 1.5908 -1.6830
H 1.7982 0.4457 1.5427
H 0.1555 1.4436 1.6960
H -3.1464 -0.0096 -0.2246
H -2.4558 -1.2034 0.7685
*
```

Calculated values
**HOMO**: -7.43 eV
**Lowest unoccupied orbital energy**: 0.872 eV
**SMILES string**: NC1=C[C@]23C=C[C@]12C3

3.
Entry from the Open Molecules 2025 dataset: a cluster of 9 separate species, C27H65NO9PS8 in total at a distorted geometry (wB97M-V/def2-TZVPD).

Structure (ORCA input):
```
! RIJCOSX wB97M-V def2-TZVPD def2/J DEFGRID3
* xyz 1 1
C -0.6721 -0.8246 -4.8178
C 0.1150 -1.6929 -3.8514
C -0.5982 -2.3835 -2.8770
C 0.0858 -3.1854 -1.9814
C 1.4851 -3.3017 -2.0484
C 2.1850 -2.6079 -3.0184
C 3.7069 -2.7680 -2.9866
P 4.5491 -2.4616 -4.5750
C 5.2477 -3.9912 -5.3040
C 4.1263 -4.9629 -5.7417
C 3.5587 -4.7067 -7.1404
N 3.9222 -3.5819 -7.9120
O 2.7267 -5.4872 -7.5660
C 1.4815 -1.8085 -3.9118
H -0.3116 0.2088 -4.8717
H -0.6293 -1.2509 -5.8295
H -1.7314 -0.7675 -4.5099
H -1.6773 -2.2816 -2.7973
H -0.4596 -3.7227 -1.2107
H 2.0309 -3.9165 -1.3350
H 3.9650 -3.7691 -2.6160
H 4.1012 -2.0497 -2.2507
H 3.7912 -1.7438 -5.5109
H 5.6707 -1.6566 -4.2833
H 5.8990 -4.4626 -4.5548
H 5.8781 -3.6778 -6.1448
H 3.2724 -4.9454 -5.0494
H 4.5122 -5.9824 -5.7205
H 3.5057 -3.7236 -8.8297
H 4.9242 -3.5078 -8.0715
H 2.0108 -1.2325 -4.6729
C 2.0761 -1.9943 2.9480
S 0.5309 -2.4515 2.1667
O 0.8579 -3.3235 0.9996
C 0.1590 -0.8151 1.5213
H 2.5134 -2.8877 3.3906
H 2.7598 -1.5839 2.2036
H 1.8837 -1.2581 3.7300
H 0.9671 -0.4827 0.8688
H 0.0334 -0.1202 2.3520
H -0.7676 -0.8748 0.9524
C 6.8245 -8.9414 -5.9370
S 5.7480 -8.6053 -4.5369
O 6.1220 -7.2575 -4.0047
C 6.4670 -9.8356 -3.4449
H 6.5726 -8.2462 -6.7361
H 7.8654 -8.8007 -5.6449
H 6.6626 -9.9627 -6.2809
H 7.5307 -9.6367 -3.3137
H 6.3168 -10.8277 -3.8702
H 5.9626 -9.7731 -2.4826
C 1.0955 0.0995 7.7617
S 1.6353 1.1184 6.3819
O 1.9704 0.1977 5.2528
C 3.1814 1.6410 7.1241
H 0.1471 -0.3645 7.4955
H 1.8373 -0.6743 7.9602
H 0.9567 0.7271 8.6422
H 3.7893 0.7673 7.3648
H 2.9745 2.2174 8.0231
H 3.7103 2.2680 6.4118
C -4.7903 2.7141 -4.5081
S -3.6825 1.3130 -4.3360
O -2.6944 1.3739 -5.4505
C -4.9023 0.0619 -4.7719
H -4.2273 3.6225 -4.3190
H -5.1956 2.7415 -5.5193
H -5.5953 2.6333 -3.7822
H -5.2942 0.2614 -5.7695
H -5.7096 0.0723 -4.0395
H -4.4151 -0.9121 -4.7602
C -5.0737 6.3397 -1.7997
S -6.5910 5.8531 -2.6297
O -6.2111 4.9448 -3.7530
C -6.9409 7.4657 -3.3441
H -4.6565 5.4610 -1.3117
H -4.3612 6.7269 -2.5292
H -5.2993 7.0979 -1.0503
H -6.1087 7.7802 -3.9746
H -7.1036 8.1879 -2.5441
H -7.8433 7.3819 -3.9466
C 4.0157 4.5341 10.2455
S 4.4914 5.3613 8.7205
O 4.1002 4.4695 7.5931
C 6.2649 5.1802 8.9529
H 2.9284 4.4985 10.2883
H 4.4161 3.5196 10.2567
H 4.3937 5.0988 11.0976
H 6.5198 4.1242 9.0468
H 6.5709 5.7242 9.8466
H 6.7662 5.6004 8.0832
C -10.3828 4.4420 0.5130
S -8.8451 4.3965 1.4446
O -7.8862 5.2997 0.7570
C -8.4057 2.7103 0.9962
H -10.8152 5.4349 0.6201
H -10.1826 4.2420 -0.5400
H -11.0730 3.7000 0.9151
H -8.3345 2.6232 -0.0886
H -9.1592 2.0235 1.3824
H -7.4412 2.4799 1.4448
C -1.3649 2.8007 6.3512
S -2.7093 3.3066 7.4324
O -2.4001 2.7813 8.7876
C -3.9515 2.2246 6.7085
H -0.4652 3.3307 6.6548
H -1.2039 1.7272 6.4427
H -1.6064 3.0593 5.3196
H -3.6217 1.1872 6.7740
H -4.1149 2.5051 5.6675
H -4.8772 2.3486 7.2671
*
```

Calculated values
**HOMO**: -10.00 eV
**Lowest unoccupied orbital energy**: -2.204 eV

4.
Entry from the Open Molecules 2025 dataset: a cluster of 7 separate species, C28H54N2O10S in total at a distorted geometry (wB97M-V/def2-TZVPD).

Structure (ORCA input):
```
! RIJCOSX wB97M-V def2-TZVPD def2/J DEFGRID3
* xyz 0 1
C -0.9867 4.4059 3.2506
C -0.2680 3.6602 2.6589
C 0.6471 2.6643 2.1022
N 0.5451 1.3214 2.6630
O 1.9713 3.0700 2.5375
C 2.7719 2.1057 1.9265
O 3.6146 1.4863 2.4895
C 2.2754 2.0614 0.4962
C 2.5559 0.8341 -0.3784
C 3.9263 0.1889 -0.1717
C 5.1209 1.1464 -0.2672
S 5.0830 2.0896 -1.8359
C 0.8139 2.6634 0.5508
C 1.0117 4.0836 0.0383
O -0.2688 4.7235 -0.1815
N -0.0319 5.9729 -0.7808
O -0.7941 6.1800 -1.6406
C -0.2652 1.9541 -0.2215
C -0.1546 1.7560 -1.5940
C -1.1156 1.0794 -2.3173
C -2.2449 0.5697 -1.6881
C -2.3788 0.7979 -0.3314
C -1.4156 1.4780 0.3854
H -1.6279 4.9824 3.8678
H 0.7881 1.4421 3.6440
H -0.4130 0.9886 2.6570
H 2.8837 2.8538 0.0381
H 1.7629 0.1065 -0.2006
H 2.4753 1.1662 -1.4073
H 3.9475 -0.3642 0.7633
H 4.0441 -0.5561 -0.9636
H 5.0973 1.8302 0.5726
H 6.0281 0.5507 -0.2765
H 5.1900 3.3599 -1.4158
H 1.5805 4.7032 0.7337
H 1.5316 4.0880 -0.9197
H 0.7114 2.1265 -2.1296
H -1.0179 0.9256 -3.3849
H -2.9770 0.0148 -2.2551
H -3.2591 0.4073 0.1580
H -1.6156 1.6178 1.4373
C -0.5252 -3.2525 0.8372
C -1.2720 -2.4735 1.9046
O -2.4119 -1.8174 1.3640
H -0.2114 -2.5858 0.0327
H 0.3571 -3.7436 1.2516
H -1.1714 -4.0148 0.3950
H -0.6291 -1.7016 2.3292
H -1.5903 -3.1410 2.7136
H -2.9970 -2.4917 0.9953
C 5.3935 -1.1928 3.9578
C 5.2871 -2.6382 3.5086
O 5.8668 -2.8196 2.2197
H 4.9006 -0.5361 3.2414
H 4.9360 -1.0498 4.9384
H 6.4406 -0.8836 4.0139
H 4.2433 -2.9411 3.4331
H 5.7873 -3.2998 4.2246
H 6.7936 -2.5635 2.2813
C -7.5075 -2.7185 0.8598
C -6.1123 -2.2215 0.5339
O -5.1172 -3.1641 0.9377
H -7.6051 -2.9069 1.9291
H -8.2631 -1.9914 0.5622
H -7.7140 -3.6605 0.3465
H -5.9014 -1.2937 1.0629
H -6.0130 -2.0364 -0.5410
H -5.2852 -3.9873 0.4684
C 9.8697 -0.8210 -0.0993
C 9.1832 -0.7634 1.2525
O 9.3768 -1.9829 1.9727
H 9.4818 -1.6542 -0.6859
H 9.7166 0.1036 -0.6579
H 10.9440 -0.9803 0.0204
H 8.1090 -0.6262 1.1310
H 9.5718 0.0691 1.8478
H 10.3237 -2.1021 2.0905
C -11.1173 -1.6161 -1.1651
C -11.7921 -2.6423 -0.2730
O -11.0952 -2.8000 0.9606
H -10.0870 -1.9101 -1.3698
H -11.6468 -1.5103 -2.1131
H -11.0857 -0.6398 -0.6753
H -11.8047 -3.6181 -0.7555
H -12.8262 -2.3479 -0.0660
H -11.0887 -1.9458 1.4033
C -1.0274 1.5987 -7.4272
C -0.6314 0.4553 -6.5119
O -1.5262 0.3401 -5.4060
H -1.0409 2.5392 -6.8757
H -0.3322 1.6911 -8.2627
H -2.0319 1.4425 -7.8277
H 0.3619 0.6227 -6.0982
H -0.6191 -0.4908 -7.0625
H -2.4077 0.1795 -5.7566
*
```

Calculated values
**HOMO**: -8.93 eV
**Lowest unoccupied orbital energy**: 0.391 eV
**SMILES string**: C#C[C@]1(N)OC(=O)[C@@H](CCCS)[C@@]1(CON=O)c1ccccc1.CCO.CCO.CCO.CCO.CCO.CCO